A 3-piece molecular cluster, C6H15NO2 overall at a distorted geometry, computed with ωB97M-V with the def2-TZVPD basis set.

- Strongest force on any atom: 4.909 eV/Å
- Lowest unoccupied orbital energy (spin up / spin down): -0.1455 / -0.2903 hartree
- Spin multiplicity: 2
- Total charge: +1
- Expectation value of S²: 0.7571
- Energy above the lowest of the compared OMol25 structures with the same formula, charge and spin: 188.0 kJ/mol

Element x y z (Å)
1 C 1.551 1.742 -2.083
2 N -0.818 1.956 -0.150
3 C 0.400 1.219 0.023
4 C 1.539 1.186 -0.733
5 C -0.770 -0.731 3.041
6 C -0.546 -0.400 1.613
7 C 0.286 0.633 1.402
8 H 0.553 2.084 -2.324
9 H 1.897 0.957 -2.741
10 H 2.217 2.573 -2.282
11 H -1.257 1.946 0.761
12 H -0.539 2.934 -0.280
13 H 2.435 0.734 -0.442
14 H -1.731 -0.386 3.357
15 H 0.079 -0.473 3.680
16 H -0.698 -1.805 3.322
17 H -1.122 -0.989 0.946
18 H 0.814 1.227 2.220
19 H -1.453 -3.081 -1.332
20 H -1.996 -1.881 -0.714
21 O -1.596 -2.723 -0.438
22 H 0.795 -2.777 -2.291
23 H -0.055 -1.600 -1.919
24 O 0.016 -2.346 -2.636

Mulliken population analysis, charges in e, atoms 1 to 8: -1.252 -0.450 0.526 -0.037 -1.344 0.414 -0.782 0.353


C55H34F2I5N6OPb as an isolated structure, computed with ωB97M-V with the def2-TZVPD basis set.

- Strongest force on any atom: 0.501 eV/Å
- Lowest unoccupied orbital energy (spin up / spin down): 0.0358 / 0.0358 hartree
- Total charge: -1
- Energy above the lowest of the compared OMol25 structures with the same formula, charge and spin: 0.0 kJ/mol

Element x y z (Å)
1 Pb 0.134 0.027 0.457
2 I 6.839 6.945 -1.946
3 C 5.420 5.431 -1.707
4 C 4.638 5.402 -0.563
5 C 3.696 4.394 -0.412
6 C 3.524 3.419 -1.392
7 C 4.326 3.470 -2.528
8 C 5.273 4.469 -2.694
9 C 2.496 2.357 -1.212
10 C 1.179 2.771 -1.131
11 C 0.727 4.118 -1.426
12 C -0.598 4.155 -1.189
13 C -0.998 2.823 -0.755
14 C -2.319 2.405 -0.506
15 C -3.295 3.349 0.081
16 C -4.612 2.964 0.378
17 C -5.522 3.827 0.963
18 C -5.128 5.108 1.307
19 I -6.476 6.406 2.232
20 C -3.814 5.496 1.120
21 C -2.915 4.618 0.542
22 C -2.735 1.087 -0.871
23 N -1.968 -0.006 -0.839
24 C -2.696 -1.053 -1.360
25 C -2.291 -2.372 -1.482
26 C -3.340 -3.359 -1.864
27 C -3.272 -4.052 -3.069
28 C -4.251 -4.968 -3.425
29 C -5.310 -5.196 -2.560
30 I -6.789 -6.575 -3.083
31 C -5.401 -4.521 -1.353
32 C -4.415 -3.606 -1.014
33 C -0.974 -2.876 -1.320
34 C -0.579 -4.262 -1.426
35 C 0.767 -4.288 -1.255
36 C 1.177 -2.919 -1.048
37 N 0.096 -2.104 -1.082
38 C 2.509 -2.480 -0.944
39 C 2.960 -1.159 -0.976
40 C 4.345 -0.745 -1.016
41 C 4.345 0.607 -1.123
42 C 2.959 1.018 -1.131
43 N 2.159 -0.051 -1.037
44 C 3.540 -3.554 -0.867
45 C 3.618 -4.359 0.266
46 C 4.556 -5.377 0.354
47 C 5.423 -5.594 -0.705
48 I 6.834 -7.129 -0.585
49 C 5.364 -4.807 -1.844
50 C 4.421 -3.793 -1.917
51 C -3.985 -0.551 -1.788
52 C -4.013 0.765 -1.490
53 N 0.091 2.021 -0.766
54 H 4.760 6.152 0.206
55 H 3.088 4.349 0.483
56 H 4.199 2.717 -3.297
57 H 5.884 4.500 -3.585
58 H 1.338 4.909 -1.828
59 H -1.265 4.975 -1.393
60 H -4.932 1.949 0.206
61 H -6.525 3.483 1.176
62 H -3.467 6.457 1.472
63 H -1.877 4.913 0.535
64 H -2.441 -3.867 -3.737
65 H -4.190 -5.492 -4.368
66 H -6.227 -4.704 -0.680
67 H -4.470 -3.077 -0.071
68 H -1.231 -5.102 -1.600
69 H 1.413 -5.151 -1.283
70 H 5.204 -1.392 -0.968
71 H 5.203 1.257 -1.179
72 H 2.937 -4.179 1.086
73 H 4.607 -5.992 1.241
74 H 6.039 -4.983 -2.670
75 H 4.361 -3.178 -2.806
76 H -4.740 -1.118 -2.306
77 H -4.783 1.474 -1.743
78 O -1.263 0.928 2.421
79 C -1.386 2.104 2.905
80 C -2.656 2.547 3.390
81 C -2.872 3.807 3.882
82 C -1.829 4.741 3.932
83 C -0.579 4.336 3.517
84 C -0.315 3.042 3.046
85 C 1.080 2.672 2.806
86 N 1.579 1.705 2.061
87 C 2.946 1.767 2.189
88 C 3.291 2.780 3.025
89 N 2.099 3.350 3.412
90 H -3.463 1.826 3.328
91 H -3.867 4.090 4.208
92 H -1.997 5.753 4.276
93 H 0.231 5.060 3.543
94 H 3.589 1.081 1.663
95 H 4.241 3.138 3.374
96 H 1.978 4.067 4.103
97 I -2.348 -4.162 2.372
98 C -1.114 -2.525 2.944
99 H -1.676 -1.891 3.620
100 H -0.912 -1.974 2.034
101 F 0.638 -2.058 4.441
102 C 0.175 -3.000 3.577
103 F 1.135 -3.163 2.621
104 H 0.094 -3.947 4.118

Mulliken population analysis, charges in e, atoms 1 to 8: 1.720 0.049 -0.054 -0.856 0.072 -0.516 -0.209 -0.750